Below is the molecule C4H8N4, with properties calculated with ωB97M-V/def2-TZVPD.

```
! wB97M-V def2-TZVPD RIJCOSX def2/J DEFGRID3
* xyz 0 1
C -2.52575 -0.70881 0.67235
C -2.10470 0.22751 -0.55935
C -0.52838 0.29672 -0.38335
C 1.53993 -0.27772 -0.04215
H -2.09217 -0.31132 1.62842
H -2.11482 -1.63330 0.26164
H -3.62252 -0.78563 0.83634
H -2.37823 1.38327 -0.56975
H -2.58880 -0.17188 -1.52733
H 1.81749 1.76462 0.71762
H 3.26396 -0.16975 -0.04234
H 0.06542 -1.75908 -0.24835
N 0.01330 1.37843 0.01618
N 1.26656 1.02166 0.40469
N 2.59607 -1.01987 -0.00504
N 0.31879 -0.74352 -0.29887
*
```

## Properties
E_LUMO = 0.85 eV
Structure (SMILES) = [H]/N=c1\[nH]nc(CC)[nH]1
Kohn-Sham gap = 0.3267 hartree
E_HOMO = -8.0 eV
E_tot = -10236.2729 eV
Energy relative to the best compared isomer or geometry (same formula, charge and spin) = 45.41 kcal per mole